# 1
{"formula": "C3H10N2O2", "method": "ωB97M-V/def2-TZVPD", "symbols": ["N", "C", "C", "C", "N", "O", "H", "H", "H", "H", "H", "H", "H", "H", "O", "H", "H"], "coordinates": [[0.79600, 2.79921, 0.50999], [0.43942, 1.55218, 1.21517], [-0.04776, 0.36584, 0.27359], [0.71316, -0.85876, 0.79548], [1.54908, -1.41132, -0.13430], [0.27780, -1.49275, 1.78346], [0.02262, 3.45185, 0.38162], [1.21194, 2.64035, -0.41816], [1.26012, 1.29040, 1.89603], [-0.30503, 1.78723, 1.94830], [-0.24206, 0.71567, -0.74042], [-1.03929, -0.04290, 0.50400], [1.56854, -2.41271, -0.29588], [2.31063, -0.76130, -0.58331], [-2.99754, -1.15177, -3.23226], [-3.30228, -1.36008, -4.14365], [-2.77166, -0.22316, -3.29335]], "forces_ev_per_angstrom": [[0.08, -0.04, -0.46], [-0.51, 0.63, -0.72], [-0.13, 0.76, 3.00], [-2.29, -2.48, -0.46], [2.71, 1.49, -1.28], [1.43, 1.78, -2.11], [0.17, -0.50, 0.12], [-0.27, -0.02, 0.75], [0.22, -0.46, -0.71], [-0.80, 0.30, 0.18], [1.45, -0.51, -0.37], [-0.20, 0.77, 0.54], [0.57, 0.35, 0.62], [-2.43, -2.07, 0.91], [-0.36, -0.33, -1.08], [0.28, 0.07, 0.96], [0.09, 0.27, 0.12]], "lowdin_charge": [-0.035, -0.255, -0.099, -0.547, 0.115, 0.028, 0.060, 0.062, 0.105, 0.096, 0.102, 0.110, 0.101, 0.158, -0.072, 0.051, 0.020], "e_tot_ha": -380.25130, "relative_energy_kcal_mol": 53.57, "smiles": "NCCC(N)=O.O", "homo_lumo_gap_ev": 9.831, "lumo_ev": 0.567}

---

# 2
{"formula": "H4N2O2S", "method": "ωB97M-V/def2-TZVPD", "symbols": ["N", "N", "O", "O", "S", "H", "H", "H", "H"], "coordinates": [[-0.12539, -1.18657, -0.53066], [0.53741, 1.08761, 0.06857], [-1.41215, 0.15370, 2.57363], [1.90981, -0.88875, 1.05984], [0.55819, -0.42760, 0.88089], [-0.82957, -1.89940, -0.45083], [0.46475, -0.98774, -1.31594], [-0.37709, 1.17637, -0.34478], [0.72780, 1.94404, 0.67033]], "forces_ev_per_angstrom": [[0.61, 1.62, 2.16], [0.89, 1.06, 1.04], [0.41, -0.16, -0.35], [0.59, 0.40, 0.04], [-2.28, -0.51, -1.37], [0.36, -0.11, -0.11], [-0.15, -0.56, -0.59], [-0.24, 0.07, -0.09], [-0.19, -1.80, -0.73]], "lowdin_charge": [-0.166, -0.197, -0.173, -0.447, 0.779, 0.048, 0.040, 0.027, 0.087], "e_tot_ha": -660.35419, "relative_energy_kcal_mol": 138.19, "homo_lumo_gap_ev": [7.374, 7.554], "lumo_ev": [-2.342, -2.181]}

---

# 3
{"formula": "CH2ClO2S2", "method": "ωB97M-V/def2-TZVPD", "symbols": ["C", "O", "O", "S", "S", "Cl", "H", "H"], "coordinates": [[2.27111, -0.02276, 0.66042], [-1.63221, -1.23597, -1.00188], [-2.09691, 0.18157, 0.81009], [-2.06192, 1.54249, -1.72560], [-1.55061, 0.10444, -0.50180], [0.82725, 0.66897, -0.17614], [1.87983, -0.19885, 1.62425], [2.36347, -1.03988, 0.31065]], "forces_ev_per_angstrom": [[-0.59, -0.08, -0.68], [0.85, -0.61, -1.08], [-0.05, 0.96, 1.64], [0.51, -0.28, 0.26], [-0.64, -0.12, -0.51], [-0.20, 0.36, -0.61], [-0.21, 0.25, 1.78], [0.33, -0.47, -0.81]], "lowdin_charge": [-0.500, -0.445, -0.451, 0.142, -0.006, 0.448, -0.105, -0.083], "e_tot_ha": -1446.29302, "total_charge": -1, "relative_energy_kcal_mol": 65.00, "homo_lumo_gap_ev": [6.401, 6.413], "lumo_ev": [2.563, 2.566]}

---

# 4
{"formula": "C7H6N2S", "method": "ωB97M-V/def2-TZVPD", "symbols": ["C", "C", "C", "C", "C", "C", "C", "N", "N", "S", "H", "H", "H", "H", "H", "H"], "coordinates": [[-0.44579, 1.76712, -0.10503], [-0.45746, 1.40365, -1.48554], [-0.01254, 1.04697, 0.94850], [0.16713, 0.32882, -1.96694], [0.14817, -0.48065, 0.95066], [0.66752, -1.15544, -0.08298], [-0.34567, -1.27313, 2.06835], [-0.43202, -2.54895, 1.88057], [1.15293, -0.38359, -1.18021], [0.11445, -3.27533, 0.56680], [-0.75975, 2.71094, 0.12705], [-1.01608, 2.00310, -2.04164], [0.02645, 1.33436, 2.04822], [-0.04329, 0.24299, -3.00712], [-0.62342, -0.79292, 2.92553], [1.85937, -0.92797, -1.64621]], "forces_ev_per_angstrom": [[1.65, -1.59, 1.37], [1.78, -2.87, 3.26], [-0.10, -2.57, 1.67], [0.76, 0.69, 0.51], [-0.03, 0.81, -0.04], [-0.81, -0.42, 0.31], [0.58, -1.32, -3.65], [0.03, 0.10, 1.90], [-0.91, -1.57, -0.34], [0.81, 3.56, -1.59], [-0.71, 2.57, 0.46], [-2.40, 2.09, -2.85], [-0.33, 0.66, -1.76], [0.69, -1.24, -0.87], [-0.99, 0.75, 2.39], [-0.03, 0.35, -0.79]], "lowdin_charge": [-0.090, -0.085, -0.005, -0.075, -0.265, -0.187, -0.219, -0.461, 0.000, 0.839, 0.071, 0.059, 0.123, 0.101, 0.079, 0.115], "e_tot_ha": -777.89042, "relative_energy_kcal_mol": 67.30, "homo_lumo_gap_ev": 7.986, "lumo_ev": -0.023}

---

# 5
{"formula": "CH3ClO2P", "method": "ωB97M-V/def2-TZVPD", "symbols": ["C", "P", "O", "O", "Cl", "H", "H", "H"], "coordinates": [[-0.14740, 0.06392, 0.01871], [-1.91710, 0.54266, 0.14112], [-2.27753, 1.51744, -1.15755], [-2.36459, 1.01240, 1.44385], [-2.85093, -1.22594, -0.23490], [0.46317, 0.94570, 0.03840], [0.08792, -0.73044, 0.59860], [-0.17605, -0.04246, -1.12792]], "forces_ev_per_angstrom": [[-2.27, 2.68, -4.47], [-0.75, 5.05, -5.43], [1.65, -3.63, 4.13], [-0.13, 0.09, 1.95], [-0.35, -1.26, -0.24], [0.34, 0.47, 0.96], [1.10, -2.44, 1.53], [0.40, -0.95, 1.57]], "lowdin_charge": [-0.236, -0.012, -0.580, -0.448, 0.218, 0.023, -0.022, 0.056], "e_tot_ha": -992.06661, "total_charge": -1, "relative_energy_kcal_mol": 20.63, "smiles": "C[P@](=O)([O-])Cl", "homo_lumo_gap_ev": 8.306, "lumo_ev": 3.877}

---

# 6
{"formula": "C19H40ClO8S", "method": "ωB97M-V/def2-TZVPD", "symbols": ["C", "O", "C", "C", "C", "C", "C", "S", "C", "C", "C", "Cl", "C", "O", "C", "H", "H", "H", "H", "H", "H", "H", "H", "H", "H", "H", "H", "H", "H", "H", "H", "H", "H", "H", "H", "H", "H", "H", "H", "C", "C", "O", "C", "O", "O", "C", "H", "H", "H", "H", "H", "H", "H", "H", "C", "C", "O", "C", "O", "O", "C", "H", "H", "H", "H", "H", "H", "H", "H"], "coordinates": [[0.44779, -0.41350, -0.17149], [1.78859, -0.78038, 0.07934], [2.49321, -1.40544, -0.98047], [3.27651, -0.41435, -1.82548], [2.46360, 0.44461, -2.81301], [2.81108, 1.93675, -2.74705], [1.97564, 2.71053, -1.71626], [2.54852, 2.72794, 0.01934], [2.15448, 4.38837, 0.63593], [0.92404, 4.35714, 1.53599], [-0.37522, 4.10915, 0.77064], [-1.53387, 3.16849, 1.73589], [4.39718, 2.78843, 0.02207], [4.87743, 2.51314, 1.27724], [4.50816, 1.25897, 1.86688], [0.34469, 0.67354, -0.28609], [-0.16663, -0.71555, 0.67743], [0.04942, -0.89203, -1.07151], [3.19247, -2.09803, -0.50788], [1.81130, -2.00470, -1.59577], [3.81683, 0.22783, -1.12416], [4.04329, -0.96017, -2.37969], [1.38936, 0.32381, -2.65206], [2.65281, 0.09251, -3.82648], [3.88218, 2.05704, -2.58562], [2.60410, 2.41914, -3.70324], [0.99851, 2.23350, -1.62772], [1.82282, 3.74796, -2.01122], [3.03775, 4.71610, 1.18605], [2.03548, 5.04185, -0.23041], [1.04668, 3.57335, 2.28437], [0.86854, 5.30938, 2.06372], [-0.86632, 5.04167, 0.50202], [-0.21417, 3.54067, -0.14641], [4.67813, 3.81231, -0.22427], [4.74870, 2.09633, -0.74449], [4.44252, 0.46498, 1.12013], [3.55731, 1.35017, 2.39338], [5.28898, 1.01844, 2.58218], [-2.72009, -6.83096, -0.98794], [-2.64556, -5.38119, -1.40691], [-2.29389, -4.52141, -0.30004], [-1.00951, -4.51077, 0.03155], [-0.11431, -5.08908, -0.52789], [-0.86152, -3.71748, 1.10236], [0.47728, -3.66603, 1.61117], [-3.41668, -6.95241, -0.15829], [-3.07079, -7.43455, -1.82498], [-1.74271, -7.20150, -0.68317], [-3.61818, -5.01348, -1.72663], [-1.92992, -5.22948, -2.21420], [1.17865, -3.39272, 0.82575], [0.75939, -4.62878, 2.03283], [0.46591, -2.90729, 2.38859], [-3.59446, -1.67483, 1.21568], [-3.08731, -0.44948, 0.49504], [-4.12706, 0.43043, 0.03451], [-4.64683, 1.22645, 0.96945], [-4.28031, 1.30501, 2.11528], [-5.63992, 1.92160, 0.42194], [-6.32469, 2.79674, 1.32777], [-4.28151, -2.23514, 0.58177], [-2.72413, -2.29397, 1.43172], [-4.10223, -1.41873, 2.14435], [-2.56917, -0.75242, -0.41561], [-2.39576, 0.11697, 1.12016], [-5.62180, 3.46580, 1.81960], [-6.86185, 2.21893, 2.07743], [-7.02292, 3.35979, 0.71695]], "forces_ev_per_angstrom": [[-0.15, -0.02, 0.02], [0.00, 0.13, -0.02], [0.03, -0.12, -0.05], [-0.02, -0.01, -0.06], [0.10, 0.04, 0.06], [-0.14, -0.14, 0.04], [0.04, 0.08, -0.12], [-0.14, -0.39, 0.09], [-0.11, 0.23, -0.02], [-0.03, -0.09, -0.08], [-0.06, -0.02, -0.02], [-0.06, -0.01, 0.01], [0.41, 0.08, 0.12], [-0.25, 0.31, 0.04], [0.13, -0.12, -0.04], [-0.02, -0.04, 0.02], [0.04, 0.01, 0.00], [0.03, -0.04, 0.04], [-0.01, 0.00, 0.00], [0.00, 0.04, 0.01], [0.03, -0.03, 0.02], [0.02, -0.01, 0.04], [0.03, -0.02, 0.00], [-0.02, 0.00, -0.01], [0.01, 0.12, -0.06], [-0.07, -0.03, -0.01], [-0.03, 0.13, -0.06], [0.15, 0.03, 0.06], [0.01, -0.12, 0.05], [0.00, 0.01, 0.02], [0.05, 0.06, 0.04], [0.01, -0.04, 0.06], [0.05, 0.00, -0.05], [0.03, 0.01, 0.02], [0.06, -0.06, -0.12], [-0.15, -0.09, 0.03], [-0.01, 0.03, -0.02], [-0.03, -0.03, -0.07], [0.00, 0.03, -0.01], [0.03, 0.02, 0.10], [-0.07, -0.04, -0.14], [0.01, 0.01, 0.04], [0.01, 0.05, 0.04], [0.00, 0.02, -0.02], [0.10, -0.07, -0.08], [0.00, 0.05, 0.06], [-0.02, -0.01, -0.03], [-0.01, 0.00, 0.00], [0.01, 0.01, -0.03], [0.00, 0.02, 0.03], [0.04, -0.01, 0.04], [-0.01, -0.01, 0.01], [0.00, -0.02, -0.03], [-0.01, -0.01, 0.00], [-0.08, 0.14, -0.02], [0.21, -0.04, -0.07], [-0.05, -0.01, 0.03], [-0.06, -0.06, 0.06], [0.03, 0.03, -0.04], [0.05, 0.01, -0.01], [-0.03, 0.04, -0.01], [0.06, -0.05, 0.00], [-0.17, -0.14, 0.08], [0.06, 0.05, 0.01], [-0.04, 0.08, -0.04], [-0.05, 0.05, 0.03], [0.01, -0.01, 0.01], [0.03, -0.01, 0.01], [0.00, -0.01, -0.01]], "lowdin_charge": [-0.102, -0.197, -0.223, -0.155, -0.170, -0.207, -0.307, 1.178, -0.326, -0.294, -0.588, 0.643, -0.355, -0.187, -0.055, 0.059, 0.081, 0.098, 0.127, 0.132, 0.076, 0.126, 0.105, 0.120, 0.103, 0.125, 0.070, 0.098, 0.106, 0.107, 0.098, 0.127, 0.083, 0.045, 0.126, 0.094, 0.087, 0.091, 0.104, -0.059, -0.199, 0.028, -0.611, 0.127, -0.026, -0.028, 0.085, 0.084, 0.078, 0.124, 0.123, 0.078, 0.104, 0.098, -0.044, -0.224, 0.039, -0.627, 0.092, 0.007, -0.029, 0.088, 0.061, 0.084, 0.117, 0.096, 0.094, 0.101, 0.095], "e_tot_ha": -2207.97624, "total_charge": 1, "homo_lumo_gap_ev": 9.990, "lumo_ev": -2.523}

---

Q: What is the formula in the first record?
A: C3H10N2O2